Here is a cluster of 4 separate species, C16H40O8 in total at a distorted geometry from the Open Molecules 2025 dataset. Energies are from the ωB97M-V functional and the def2-TZVPD basis.

Geometry as XYZ:
```
64
Properties=species:S:1:pos:R:3:mulliken_charge:R:1
C 1.01670 0.52549 -0.11662 -0.7499
O -0.25983 0.32707 0.57242 -0.3786
C -1.40692 0.68806 -0.23869 0.1677
C -2.25441 1.82479 0.41834 -0.2755
O -1.66856 3.13066 0.39407 -0.4400
C -1.01158 3.37536 1.68217 -0.7172
H 1.32490 1.54616 -0.34321 0.3222
H 1.13408 0.03262 -1.08171 0.2466
H 1.75458 0.05006 0.52961 0.3060
H -1.93778 -0.25588 -0.36228 -0.2795
H -1.01230 0.97621 -1.21303 0.4452
H -2.56580 1.48001 1.40438 0.3201
H -3.20333 1.89170 -0.11381 0.0087
H -1.67606 3.27662 2.54055 0.3607
H -0.58498 4.37820 1.66146 0.3274
H -0.29569 2.61487 1.99404 0.1973
C 2.45990 -5.47480 -3.98602 -0.6369
O 3.16561 -4.47151 -3.21298 -0.4254
C 2.38867 -3.94195 -2.13833 -0.4129
C 1.26623 -3.03299 -2.82057 0.2423
O 0.08446 -3.80066 -3.08288 -0.3913
C -0.68976 -4.14447 -1.89836 -0.4218
H 1.64002 -5.96087 -3.45723 0.2641
H 3.17785 -6.24361 -4.27163 0.2891
H 1.97137 -5.04303 -4.85953 0.2353
H 3.14780 -3.35553 -1.62071 0.2780
H 2.02051 -4.75230 -1.50912 0.3093
H 1.64301 -2.57472 -3.73497 0.4583
H 1.18513 -2.24132 -2.07572 -0.3168
H -1.69653 -4.50935 -2.10174 0.0977
H -0.89311 -3.28230 -1.26321 0.2156
H -0.17987 -4.93232 -1.34392 0.2424
C 3.67486 5.62104 4.74993 -0.5479
O 3.87966 6.17719 3.49198 -0.3755
C 4.70693 5.36765 2.56404 -0.5906
C 3.99508 4.05716 2.08903 -0.4151
O 3.79247 3.15874 3.18343 -0.3263
C 2.79694 2.12888 3.07803 -0.4950
H 4.67736 5.34559 5.07736 0.2852
H 2.94428 4.81966 4.86009 0.1736
H 3.35166 6.44980 5.37985 0.2457
H 5.63458 5.03803 3.03193 0.3409
H 5.01540 5.95623 1.70002 0.3576
H 4.63745 3.41659 1.48477 0.3514
H 3.09005 4.21939 1.50363 0.3336
H 2.88059 1.43350 2.24283 0.1944
H 1.80409 2.57851 3.06467 0.1598
H 2.93162 1.48648 3.94826 0.3243
C -4.91988 0.53632 -1.42133 -1.0898
O -4.80478 -0.80667 -0.94406 -0.2680
C -4.25811 -1.58494 -2.01218 -0.2239
C -4.18482 -3.09555 -1.56189 -0.7217
O -3.24908 -3.26377 -0.44092 -0.3105
C -3.57578 -2.61575 0.75539 -0.4646
H -4.92504 1.25579 -0.60254 0.4073
H -5.85806 0.74200 -1.93672 0.3995
H -4.22459 0.96141 -2.14520 0.4083
H -3.22477 -1.27636 -2.17056 0.1942
H -4.76039 -1.57793 -2.97953 0.4625
H -3.83280 -3.82206 -2.29426 0.3631
H -5.20503 -3.43126 -1.37598 0.3426
H -3.06164 -3.21448 1.50725 0.2665
H -4.62846 -2.54604 1.02944 0.3240
H -3.14394 -1.61562 0.79226 0.0065
```

- ΔE to the lowest compared entry with this formula, charge and spin: 134.1 kcal per mole
- Spin multiplicity: 1
- LUMO: 0.710 eV



Here is a cluster of 4 separate species, C16H40O8 in total at a distorted geometry from the Open Molecules 2025 dataset. Energies are from the ωB97M-V functional and the def2-TZVPD basis.

Geometry as XYZ:
```
64
Properties=species:S:1:pos:R:3:mulliken_charge:R:1
C -6.41240 4.21731 -4.12021 -0.6676
O -5.12206 3.98835 -4.56475 -0.3417
C -4.64206 5.27379 -4.99511 -0.4713
C -4.81166 6.53578 -4.06791 -0.5440
O -6.10854 7.01703 -3.72982 -0.3374
C -6.90272 7.86517 -4.51504 -0.6807
H -6.32176 4.70677 -3.15051 0.2649
H -6.70154 3.25265 -3.70316 0.3435
H -7.14556 4.74243 -4.73244 0.2389
H -4.76906 5.45619 -6.06221 0.3192
H -3.58397 5.01934 -4.93339 0.3114
H -4.23338 7.36813 -4.46902 0.4425
H -4.30338 6.28903 -3.13577 0.3057
H -7.23786 7.46974 -5.47390 0.2958
H -6.30228 8.76105 -4.67303 0.2924
H -7.83478 8.01442 -3.96996 0.2281
C -1.27972 0.06197 -1.77474 -0.7365
O -0.12943 -0.65232 -1.32234 -0.2823
C 0.88940 -0.94422 -2.24934 -0.4519
C 1.91938 -1.82797 -1.49118 -0.6160
O 2.90368 -1.14064 -0.67286 -0.3758
C 2.28271 -0.39892 0.38478 -0.6960
H -1.77155 -0.81896 -2.18727 0.2936
H -1.01244 0.63620 -2.66182 0.3203
H -1.74934 0.53139 -0.91034 0.2101
H 1.35153 -0.01848 -2.59221 0.3451
H 0.62528 -1.43729 -3.18487 0.4640
H 2.52923 -2.44211 -2.15376 0.3165
H 1.53988 -2.59230 -0.81303 0.3694
H 1.70698 0.50403 0.18154 0.2231
H 3.00854 0.09375 1.03174 0.3057
H 1.60224 -0.96769 1.01846 0.3112
C -4.48098 -0.50016 3.83081 -0.6859
O -4.53020 0.70343 4.48750 -0.3194
C -3.31884 1.29741 4.85267 -0.5718
C -3.16864 2.71066 4.31093 -0.4486
O -3.21222 2.73748 2.89076 -0.3068
C -3.08754 3.91288 2.06106 -0.7243
H -5.50522 -0.87036 3.78650 0.2562
H -3.84050 -1.26567 4.26885 0.3331
H -4.19888 -0.42781 2.78044 0.2568
H -2.45712 0.76195 4.45417 0.3648
H -3.33245 1.14195 5.93145 0.3496
H -2.28368 3.24779 4.65217 0.3669
H -4.10664 3.17929 4.60864 0.3122
H -3.31772 4.77715 2.68408 0.3531
H -3.88746 3.86526 1.32216 0.2252
H -2.10924 4.00146 1.58863 0.2385
C 7.33394 -5.14897 1.07256 -0.7235
O 7.81422 -5.85842 2.21910 -0.3211
C 7.54428 -7.31458 2.25212 -0.4514
C 8.48139 -7.90463 3.23423 -0.6145
O 9.91248 -7.69846 2.91537 -0.3651
C 10.33506 -8.25513 1.66065 -0.5356
H 7.75344 -5.49309 0.12719 0.2941
H 7.62174 -4.10296 1.17800 0.2585
H 6.27695 -5.35922 0.90926 0.3138
H 7.55876 -7.70289 1.23373 0.3842
H 6.58574 -7.67791 2.62265 0.3426
H 8.13315 -8.91158 3.46417 0.3994
H 8.27162 -7.41494 4.18518 0.3254
H 11.39668 -8.11556 1.45675 0.2444
H 9.86166 -7.59633 0.93265 0.1648
H 9.97295 -9.28158 1.71894 0.2844
```

- ΔE to the lowest compared entry with this formula, charge and spin: 167.7 kcal per mole
- Spin multiplicity: 1
- LUMO: 0.524 eV



Here is a cluster of 6 separate species, C16H41Cl2NO5 in total at a distorted geometry from the Open Molecules 2025 dataset. Energies are from the ωB97M-V functional and the def2-TZVPD basis.

Geometry as XYZ:
```
65
Properties=species:S:1:pos:R:3:mulliken_charge:R:1
Cl -23.46440 7.42518 -20.66607 -0.2129
C -22.95277 6.04103 -21.79099 -0.3737
C -22.94788 6.60482 -23.19977 -0.4746
Cl -22.52331 5.38706 -24.44358 -0.1988
H -23.84471 5.41476 -21.77310 0.2624
H -22.01983 5.59818 -21.44228 0.3485
H -22.23597 7.42502 -23.29224 0.3170
H -23.90388 7.06754 -23.44483 0.3313
C -15.13413 7.33159 -21.52382 -1.1774
C -14.95205 8.61473 -22.31522 0.2356
C -13.72500 9.35699 -21.70743 -1.1534
O -14.70691 8.28246 -23.67678 -0.5552
H -15.26807 7.59457 -20.47454 0.3399
H -14.20454 6.76627 -21.59002 0.3312
H -15.92451 6.74612 -21.99353 0.3046
H -15.80663 9.28511 -22.22361 0.3413
H -12.92296 8.65331 -21.48457 0.3221
H -14.02999 9.86971 -20.79518 0.3557
H -13.57626 10.10636 -22.48486 0.3196
H -13.90407 7.76947 -23.79461 0.3359
C -23.45463 11.57746 -13.83318 -1.1989
C -23.39106 10.43704 -12.83878 0.5601
C -22.13597 9.69486 -12.70301 -1.2608
O -23.95688 10.97334 -11.63712 -0.5527
H -22.69399 12.30322 -13.54545 0.2908
H -24.49038 11.88198 -13.98352 0.3708
H -23.08722 11.25950 -14.80888 0.3307
H -24.10629 9.68413 -13.16997 0.1711
H -21.56507 10.16676 -11.90333 0.3381
H -21.46779 9.64184 -13.56256 0.3221
H -22.37965 8.66570 -12.43931 0.2974
H -24.88154 11.01618 -11.89161 0.3312
C -28.10434 -0.89718 -22.20952 -1.4214
C -27.13144 0.13644 -21.58835 0.7469
C -27.32959 0.43831 -20.17906 -1.3462
O -25.84177 -0.35721 -21.71271 -0.5581
H -28.21251 -0.89972 -23.29414 0.3791
H -29.04407 -0.76068 -21.67438 0.3301
H -27.78342 -1.92342 -22.03081 0.3970
H -27.20835 1.05048 -22.17717 0.1559
H -28.30960 0.86862 -19.97288 0.3679
H -26.51287 1.08615 -19.86069 0.3229
H -27.30920 -0.51973 -19.65958 0.3206
H -25.82480 -0.89143 -22.51016 0.3051
C -26.97216 2.50108 -28.92104 -1.1678
C -27.97843 3.60980 -29.13346 0.5822
C -28.16696 4.49022 -27.92390 -1.3973
O -27.50183 4.32934 -30.26372 -0.5449
H -26.05214 3.04748 -28.71337 0.2912
H -26.88971 1.95806 -29.86255 0.2977
H -27.20936 1.83064 -28.09501 0.3559
H -28.97632 3.26400 -29.40313 0.1871
H -28.24213 3.99698 -26.95480 0.3504
H -28.80820 5.35935 -28.07060 0.3579
H -27.20134 4.98577 -27.82334 0.3840
H -27.56842 5.27642 -30.12164 0.3043
O -25.05729 10.47589 -29.98266 -0.6135
C -24.47379 11.37836 -29.42026 0.5842
N -23.41849 11.02888 -28.63358 -0.3862
C -24.89101 12.83541 -29.46760 -0.7707
H -23.38423 10.05453 -28.36981 0.2229
H -22.80951 11.72674 -28.23080 0.1838
H -25.64473 12.84789 -28.68029 0.2297
H -25.24563 12.97527 -30.48877 0.2430
H -23.97774 13.40151 -29.28443 0.3068
```

- Spin multiplicity: 1
- LUMO: 0.376 eV



Question: What is the formula in the third record?
Answer: C16H41Cl2NO5